Record 1
{
  "formula": "C48H55HfN6S2Sb2Se2",
  "method": "ωB97M-V/def2-TZVPD",
  "e_above_lowest_kj_mol": 0.0,
  "orbital_gap_ev": 5.232,
  "charge": 3,
  "homo_energy_ev": -14.21,
  "symbols": ["Hf", "C", "C", "C", "Sb", "C", "C", "C", "C", "C", "C", "C", "C", "C", "C", "C", "C", "Sb", "C", "C", "C", "C", "C", "C", "C", "C", "C", "C", "C", "C", "H", "H", "H", "H", "H", "H", "H", "H", "H", "H", "H", "H", "H", "H", "H", "H", "H", "H", "H", "H", "H", "H", "H", "H", "H", "H", "S", "C", "N", "N", "C", "C", "C", "C", "C", "C", "N", "N", "C", "C", "C", "C", "C", "C", "H", "H", "H", "H", "H", "H", "H", "H", "H", "H", "H", "C", "Se", "C", "C", "Se", "C", "H", "H", "H", "H", "H", "H", "H", "H", "H", "H", "C", "N", "C", "C", "N", "C", "S", "H", "H", "H", "H", "H", "H", "H", "H"],
  "positions_angstrom": [[0.2675, -0.5670, -1.0207], [1.4445, -0.1088, 2.5633], [1.7823, -1.5672, 2.8710], [1.3668, -2.6148, 1.8417], [-0.6971, -2.6158, 1.1467], [-1.5903, -3.0337, 3.0153], [-0.8249, -3.4558, 4.0948], [-1.4472, -3.7827, 5.2912], [-2.8275, -3.6987, 5.4085], [-3.5945, -3.2903, 4.3252], [-2.9771, -2.9571, 3.1297], [-0.5573, -4.4934, 0.1854], [-1.3874, -5.5518, 0.5323], [-1.2350, -6.7836, -0.0941], [-0.2466, -6.9617, -1.0513], [0.5939, -5.9076, -1.3857], [0.4326, -4.6686, -0.7777], [-0.5546, 0.5108, 3.1042], [-0.2608, 2.5761, 2.5674], [-1.3949, 3.3724, 2.4008], [-1.2880, 4.7428, 2.2005], [-0.0352, 5.3408, 2.1706], [1.1013, 4.5617, 2.3418], [0.9884, 3.1892, 2.5338], [-0.1843, 0.7750, 5.1884], [-1.2014, 1.3624, 5.9365], [-1.0306, 1.6005, 7.2921], [0.1552, 1.2384, 7.9161], [1.1685, 0.6412, 7.1798], [1.0001, 0.4111, 5.8208], [1.6920, 0.1331, 1.5253], [2.0936, 0.5440, 3.1527], [1.3557, -1.8272, 3.8411], [2.8650, -1.6677, 2.9964], [1.4726, -3.6215, 2.2540], [2.0105, -2.6017, 0.9624], [0.2489, -3.5526, 4.0217], [-0.8489, -4.1092, 6.1310], [-3.3055, -3.9581, 6.3432], [-4.6711, -3.2316, 4.4119], [-3.5881, -2.6340, 2.2938], [-2.1458, -5.4321, 1.2976], [-1.8781, -7.6086, 0.1813], [-0.1151, -7.9291, -1.5171], [1.4053, -6.0689, -2.0890], [1.1227, -3.8643, -1.0227], [-2.3830, 2.9248, 2.4529], [-2.1808, 5.3467, 2.0986], [0.0510, 6.4130, 2.0487], [2.0788, 5.0280, 2.3689], [1.8926, 2.6147, 2.7067], [-2.1382, 1.6457, 5.4665], [-1.8242, 2.0654, 7.8618], [0.2882, 1.4203, 8.9739], [2.0937, 0.3559, 7.6630], [1.8130, -0.0496, 5.2715], [2.6983, -0.5998, -0.7041], [2.9866, 1.1025, -0.9859], [4.3088, 1.4288, -0.9222], [4.8316, 2.5669, -1.0125], [4.3936, 3.9180, -1.0240], [3.2749, 4.3771, -0.3311], [3.0237, 5.7361, -0.3190], [3.8545, 6.6197, -0.9983], [4.9749, 6.1525, -1.6733], [5.2619, 4.8017, -1.6690], [2.0735, 1.8965, -1.4653], [0.8804, 1.3621, -1.6744], [0.0757, 2.1884, -2.5093], [0.0789, 3.5756, -2.4019], [-0.6964, 4.3258, -3.2714], [-1.4780, 3.7058, -4.2410], [-1.4808, 2.3233, -4.3439], [-0.7001, 1.5622, -3.4821], [5.8497, 2.4988, -1.0759], [2.6329, 3.7050, 0.2156], [2.1704, 6.1104, 0.2311], [3.6375, 7.6793, -0.9843], [5.6328, 6.8404, -2.1853], [6.1501, 4.4329, -2.1698], [0.6857, 4.0577, -1.6460], [-0.6928, 5.4048, -3.1932], [-2.0732, 4.3031, -4.9180], [-2.0749, 1.8391, -5.1092], [-0.6522, 0.4817, -3.5852], [-2.7837, 2.4285, -1.0990], [-1.9753, 0.9844, -0.0764], [-3.4817, -0.2503, -0.1580], [-3.6813, -0.8355, -1.5357], [-2.1366, -1.9135, -2.1071], [-2.6006, -1.7672, -3.9973], [-3.5656, 2.8320, -0.4606], [-3.1839, 2.0741, -2.0450], [-2.0189, 3.1791, -1.2652], [-4.3630, 0.3085, 0.1565], [-3.2915, -1.0126, 0.5956], [-3.8218, -0.0623, -2.2893], [-4.5466, -1.4981, -1.5470], [-3.6474, -2.0537, -4.0782], [-2.0148, -2.4848, -4.5441], [-2.4661, -0.7537, -4.3647], [0.7350, -0.9207, -6.1322], [0.4373, -2.2196, -5.5522], [-0.0463, -3.3359, -6.3867], [-0.0455, -4.5303, -5.4124], [0.2455, -3.8728, -4.1259], [0.6050, -2.6023, -4.3058], [1.4077, -1.6564, -3.0780], [-0.1370, -0.5569, -6.6765], [1.5699, -1.0098, -6.8271], [0.9964, -0.2194, -5.3445], [0.6177, -3.4752, -7.2381], [-1.0440, -3.1024, -6.7621], [0.7266, -5.2611, -5.6467], [-1.0087, -5.0345, -5.3810], [0.5202, -4.3731, -3.2912]],
  "forces_ev_per_a": [[-0.9, -0.3, -1.5], [0.3, 0.1, 0.0], [0.0, 0.0, 0.1], [-0.1, -0.2, 0.1], [1.1, 0.1, 0.5], [-0.5, 0.0, -0.3], [0.1, -0.1, -0.1], [-0.1, 0.0, 0.0], [0.0, 0.0, 0.0], [0.0, 0.0, 0.0], [0.0, 0.1, 0.0], [-0.1, 0.0, 0.0], [0.0, 0.0, -0.1], [0.0, 0.0, 0.0], [0.0, 0.0, 0.0], [0.1, 0.0, 0.0], [0.0, -0.1, 0.1], [0.0, 0.2, 0.3], [-0.1, 0.0, 0.0], [0.0, 0.0, 0.0], [0.0, 0.0, 0.0], [0.0, 0.0, 0.0], [0.0, 0.0, 0.0], [0.1, 0.0, 0.0], [0.0, -0.1, 0.0], [-0.1, 0.0, 0.0], [0.0, 0.0, 0.0], [0.0, 0.0, 0.0], [0.0, 0.0, 0.1], [0.0, 0.0, -0.1], [-0.2, 0.1, 0.1], [0.0, 0.0, 0.0], [0.0, 0.0, 0.0], [0.0, 0.0, 0.0], [0.0, 0.0, 0.0], [0.0, 0.1, 0.0], [0.0, 0.0, 0.0], [0.0, 0.0, 0.0], [0.0, 0.0, 0.0], [0.0, 0.0, 0.0], [0.0, 0.0, 0.0], [0.0, 0.0, 0.0], [0.0, 0.0, 0.0], [0.0, 0.0, 0.0], [0.0, 0.0, 0.0], [0.0, 0.0, 0.0], [0.0, 0.0, 0.0], [0.0, 0.0, 0.0], [0.0, 0.0, 0.0], [0.0, 0.0, 0.0], [0.0, 0.0, 0.0], [0.0, 0.0, 0.0], [0.0, 0.0, 0.0], [0.0, 0.0, 0.0], [0.0, 0.0, 0.0], [0.0, 0.0, 0.0], [0.2, 0.1, 0.5], [-0.2, 0.0, 0.1], [0.3, 0.3, -0.1], [0.1, -0.4, 0.0], [-0.2, 0.3, 0.0], [0.1, -0.1, -0.1], [-0.1, 0.0, 0.0], [0.1, 0.0, 0.0], [0.0, 0.1, 0.0], [0.0, -0.1, 0.0], [0.0, 0.1, 0.1], [0.7, 0.3, 0.1], [-0.3, 0.2, -0.3], [0.1, 0.0, 0.0], [0.0, 0.0, 0.0], [0.0, 0.0, 0.0], [0.0, -0.1, 0.0], [0.1, 0.1, 0.2], [-0.1, -0.1, 0.1], [0.0, -0.1, 0.0], [0.0, 0.0, 0.0], [0.0, 0.0, 0.0], [0.0, 0.0, 0.0], [0.0, 0.0, 0.0], [0.0, 0.0, 0.0], [0.0, 0.0, 0.0], [0.0, 0.0, 0.0], [0.0, 0.0, 0.0], [0.0, 0.0, -0.1], [0.0, 0.0, -0.1], [-0.1, 0.0, 0.3], [0.1, 0.0, 0.0], [0.1, 0.0, 0.2], [-0.2, 0.0, -0.2], [-0.2, 0.1, 0.2], [0.0, 0.0, 0.0], [0.1, 0.0, 0.0], [-0.1, 0.0, 0.0], [0.0, 0.1, 0.0], [0.0, 0.0, 0.0], [0.0, 0.0, 0.0], [0.0, 0.0, 0.0], [0.0, 0.0, 0.1], [0.2, -0.1, -0.2], [0.1, 0.0, 0.0], [0.0, 0.0, 0.0], [0.0, 0.0, -0.1], [0.0, 0.0, 0.0], [-0.1, 0.0, 0.0], [0.1, 0.2, -0.1], [-0.2, -0.2, 0.1], [-0.2, 0.1, 0.2], [0.0, 0.0, 0.0], [0.0, 0.0, 0.0], [0.0, 0.0, 0.0], [0.0, 0.0, 0.0], [0.0, 0.0, 0.0], [0.0, 0.0, 0.0], [0.0, 0.0, 0.0], [-0.2, 0.0, 0.0]],
  "mulliken_charge": [0.58, -0.70, -0.78, -1.55, 0.48, 1.21, -0.41, -0.84, -0.63, -0.74, -0.96, 0.92, -0.59, -0.74, -0.75, -0.77, -0.83, 0.55, 0.46, -0.79, -0.83, -0.85, -0.64, -0.45, 0.88, -0.73, -0.61, -0.56, -0.76, -0.13, -0.41, 0.87, 0.18, 0.39, 0.79, 0.97, 0.36, 0.47, 0.45, 0.46, 0.34, 0.49, 0.46, 0.44, 0.68, 0.82, 0.47, 0.50, 0.50, 0.85, 0.36, 0.32, 0.43, 0.42, 0.42, 0.18, -0.38, 0.81, -0.73, 0.28, 0.48, 0.39, -0.20, -0.78, -0.66, -0.68, -0.45, 1.14, 0.23, -0.76, -0.42, -0.82, -0.94, 0.81, 0.29, 0.29, 0.44, 0.46, 0.41, 0.43, 0.39, 0.45, 0.46, 0.47, -0.34, -0.99, 0.29, -0.33, -0.96, 0.43, -0.61, 0.57, 0.35, 0.12, 0.72, -0.50, 0.44, 0.67, 0.59, -0.10, 0.11, -0.83, 0.32, -0.58, -0.65, 0.42, -0.33, -0.19, 0.35, 0.32, 0.21, 0.43, 0.33, 0.41, 0.33, -0.09]
}

Record 2
{
  "formula": "C48H56N4",
  "method": "ωB97M-V/def2-TZVPD",
  "orbital_gap_ev": 5.042,
  "homo_energy_ev": -6.35,
  "symbols": ["C", "C", "C", "N", "C", "N", "C", "C", "C", "C", "C", "C", "H", "H", "H", "H", "H", "H", "C", "C", "C", "C", "C", "C", "C", "C", "C", "C", "C", "C", "C", "C", "N", "C", "C", "C", "C", "C", "C", "C", "C", "N", "C", "C", "C", "C", "C", "C", "C", "C", "C", "C", "C", "C", "C", "C", "C", "C", "H", "H", "H", "H", "H", "H", "H", "H", "H", "H", "H", "H", "H", "H", "H", "H", "H", "H", "H", "H", "H", "H", "H", "H", "H", "H", "H", "H", "H", "H", "H", "H", "H", "H", "H", "H", "H", "H", "H", "H", "H", "H", "H", "H", "H", "H", "H", "H", "H", "H"],
  "positions_angstrom": [[-1.4385, -3.2177, -0.2380], [-2.7166, -2.6566, -0.2784], [-3.4864, -2.4179, 0.8921], [-4.2313, -2.3371, 1.8013], [-3.5384, -2.6562, -1.4476], [-4.2755, -2.6401, -2.3638], [-1.1428, -4.4433, -0.9876], [-1.6003, -4.7183, -2.3015], [-1.6009, -6.0330, -2.7887], [-1.0691, -7.0813, -2.0217], [-0.4566, -6.7824, -0.7969], [-0.4315, -5.4757, -0.3255], [-0.8410, -3.0596, 0.6639], [-1.9743, -3.9064, -2.9303], [-2.0462, -6.2549, -3.7653], [-1.0840, -8.1116, -2.3906], [-0.0137, -7.5816, -0.2018], [0.0713, -5.2385, 0.6141], [2.5578, 1.5276, 3.3740], [2.6260, 0.0086, 3.3107], [3.5974, -0.4347, 2.2160], [3.1703, -0.4747, 4.6674], [1.2592, -0.6569, 3.0414], [1.2152, -2.0465, 3.1077], [0.0006, -2.7286, 3.0586], [-1.1926, -2.0094, 3.1795], [-1.1949, -0.6102, 3.1518], [-2.4410, 0.2161, 3.5716], [-3.1954, 0.7278, 2.3498], [-2.0725, 1.3960, 4.4687], [-3.4280, -0.6356, 4.3753], [0.0286, -0.0035, 2.7337], [0.0069, 0.9842, 1.6947], [0.1427, 0.6759, 0.3475], [0.2523, -0.6154, -0.1548], [1.0632, -0.8761, -1.3332], [2.3000, -0.1971, -1.4819], [2.9984, -0.2422, -2.6752], [2.5387, -1.0571, -3.7172], [1.3758, -1.8174, -3.5544], [0.6331, -1.7183, -2.3826], [0.0653, 1.8798, -0.3385], [0.3012, 2.1331, -1.7358], [-0.4764, 1.5027, -2.7496], [-1.9802, 1.1178, -2.6439], [-2.3442, 0.0452, -3.6798], [-2.7818, 2.3953, -2.9469], [-2.4205, 0.5560, -1.3048], [0.0579, 1.4628, -4.0471], [0.9728, 2.4237, -4.4498], [1.4023, 3.3440, -3.5114], [1.2905, 3.0678, -2.1416], [2.3016, 3.8828, -1.2765], [3.5852, 4.1507, -2.0899], [2.7972, 3.2216, -0.0015], [1.6946, 5.2477, -0.9431], [-0.2641, 2.8781, 0.5789], [-0.2113, 2.3511, 1.8116], [1.8738, 1.8579, 4.1669], [3.5589, 1.9268, 3.5992], [2.2428, 1.9502, 2.4175], [3.7558, -1.5196, 2.2480], [3.1988, -0.1869, 1.2240], [4.5702, 0.0601, 2.3429], [3.3148, -1.5616, 4.6864], [4.1401, 0.0031, 4.8672], [2.4810, -0.1988, 5.4774], [2.1512, -2.5987, 3.2108], [-0.0159, -3.8194, 3.0002], [-2.1242, -2.5652, 3.2989], [-3.4349, -0.1124, 1.6961], [-4.1475, 1.1816, 2.6618], [-2.6162, 1.4652, 1.7871], [-1.4404, 1.0681, 5.2992], [-1.5512, 2.1881, 3.9329], [-2.9937, 1.8250, 4.8834], [-2.9333, -1.0663, 5.2553], [-4.2523, 0.0073, 4.7199], [-3.8666, -1.4275, 3.7583], [-0.1665, -1.3895, 0.4719], [2.6657, 0.4029, -0.6478], [3.9029, 0.3579, -2.7915], [3.0919, -1.0905, -4.6546], [1.0398, -2.4803, -4.3526], [-0.3077, -2.2536, -2.2444], [-1.6709, -0.8194, -3.5843], [-3.3662, -0.3182, -3.4982], [-2.2989, 0.4368, -4.7042], [-2.5735, 3.1696, -2.1949], [-2.4976, 2.7952, -3.9315], [-3.8616, 2.1864, -2.9499], [-2.3257, 1.2770, -0.4887], [-3.4808, 0.2537, -1.3703], [-1.8565, -0.3556, -1.0669], [-0.2989, 0.7418, -4.7843], [1.3203, 2.4724, -5.4795], [1.9076, 4.2479, -3.8553], [3.4288, 4.8557, -2.9137], [4.3490, 4.5991, -1.4404], [3.9956, 3.2175, -2.4950], [2.0188, 3.1362, 0.7548], [3.2415, 2.2398, -0.1997], [3.5844, 3.8623, 0.4273], [0.7958, 5.1443, -0.3285], [2.4271, 5.8511, -0.3867], [1.4236, 5.7830, -1.8626], [-0.5107, 3.8791, 0.2624], [-0.2446, 2.8596, 2.7627]],
  "forces_ev_per_a": [[-2.1, -0.7, 0.7], [1.4, -0.8, -0.3], [-1.7, 0.8, 2.7], [1.9, -0.5, -2.6], [-2.0, -0.4, -2.3], [1.9, 0.0, 2.2], [1.1, -0.4, -1.5], [-0.2, -0.3, 0.3], [0.1, 0.1, 0.2], [0.1, 0.5, 0.1], [-0.1, -0.1, -0.4], [-0.5, 0.6, 0.3], [-0.4, -0.2, -0.1], [0.0, -0.4, 0.3], [0.3, 0.2, 0.4], [-0.1, 0.4, 0.1], [0.0, 0.3, -0.2], [-0.2, -0.1, -0.1], [0.1, 0.2, -0.2], [-0.1, -0.2, -0.5], [0.2, 0.1, -0.3], [-0.2, -0.1, 0.2], [-0.3, 0.1, -0.2], [-0.4, -0.4, 0.5], [0.2, 0.1, 0.0], [0.2, -0.1, 0.5], [0.0, 0.0, -0.3], [-0.2, -0.2, -0.6], [-0.2, 0.1, -0.4], [0.3, 0.1, 0.2], [0.0, -0.3, 0.1], [0.4, -1.1, 0.0], [-0.1, 1.4, 0.8], [0.5, -1.5, -0.3], [0.5, 1.0, 0.7], [0.1, -0.1, -0.6], [-0.6, -0.1, -0.1], [-0.1, -0.2, -0.2], [0.0, 0.1, 0.0], [0.2, 0.0, 0.1], [0.4, 0.3, 0.4], [-0.2, 0.3, -0.1], [0.0, 0.3, -0.8], [-0.3, -0.1, 0.0], [0.3, -0.6, 0.1], [-0.1, -0.1, -0.2], [0.2, 0.2, -0.1], [-0.5, -0.4, 0.3], [0.0, 0.1, 0.0], [-0.2, 0.0, 0.3], [0.3, -0.1, -0.3], [0.1, 0.2, 0.2], [-0.1, 0.2, -0.3], [0.3, 0.1, -0.2], [0.1, -0.1, 0.5], [-0.1, 0.2, 0.1], [0.2, 0.2, 0.3], [-0.5, 0.6, 0.0], [0.1, 0.0, -0.2], [-0.3, -0.1, 0.0], [0.0, 0.0, 0.2], [0.0, 0.2, 0.0], [0.1, -0.1, 0.2], [-0.2, -0.1, 0.0], [0.0, 0.2, 0.1], [-0.2, -0.1, -0.1], [0.2, -0.1, -0.1], [-0.3, 0.1, 0.0], [0.0, 0.3, 0.1], [0.3, 0.3, 0.2], [0.0, 0.3, 0.0], [0.2, 0.0, -0.1], [-0.1, -0.1, 0.1], [-0.1, 0.1, 0.0], [-0.1, -0.1, 0.1], [0.2, 0.0, -0.1], [-0.2, 0.0, -0.1], [0.3, -0.2, -0.1], [0.1, 0.2, 0.4], [0.5, 0.2, 0.0], [-0.2, -0.2, -0.3], [-0.2, -0.2, 0.0], [-0.1, -0.1, 0.2], [0.1, 0.2, 0.1], [0.3, 0.2, -0.3], [-0.2, 0.2, -0.1], [0.3, 0.2, -0.1], [0.0, -0.2, 0.2], [-0.1, -0.1, -0.1], [-0.1, -0.1, 0.2], [0.3, 0.0, 0.0], [0.0, -0.2, -0.1], [0.3, 0.3, 0.0], [-0.1, 0.5, 0.0], [-0.1, 0.4, 0.3], [-0.2, 0.1, 0.1], [0.1, -0.6, 0.2], [0.1, -0.2, 0.2], [-0.2, -0.1, -0.1], [-0.1, 0.2, 0.0], [0.1, -0.1, -0.1], [-0.1, 0.2, 0.1], [-0.2, -0.2, -0.1], [0.2, 0.2, -0.1], [-0.2, -0.1, -0.1], [0.0, -0.1, 0.2], [0.2, -0.2, 0.1], [-0.2, -0.2, -0.2]],
  "mulliken_charge": [0.31, 1.83, -0.29, -0.65, -0.48, -0.71, 0.96, 0.20, -1.09, -0.37, -0.71, -0.64, -0.32, 0.37, 0.39, 0.38, 0.40, 0.37, -1.60, 2.10, -1.64, -1.86, 0.61, -1.02, -1.61, -0.55, 0.32, 2.21, -1.06, -1.81, -1.90, -0.76, 1.61, 0.95, -0.78, -0.15, 0.46, -0.90, -0.93, -0.75, 0.92, 1.84, -0.82, 0.75, 2.56, -2.24, -1.92, -1.44, -0.22, -1.56, -0.51, 0.03, 2.34, -1.75, -2.23, -1.64, -1.56, -1.02, 0.23, 0.54, 0.23, 0.36, 0.37, 0.46, 0.33, 0.46, 0.42, 0.45, 0.50, 0.65, -0.15, 0.53, 0.22, 0.34, 0.21, 0.49, 0.41, 0.45, 0.34, 0.29, -0.66, 0.34, 0.39, 0.42, 0.02, 0.33, 0.49, 0.50, 0.32, 0.41, 0.40, 0.22, 0.97, -0.80, 0.34, 0.46, 0.37, 0.45, 0.44, 0.32, 0.43, 0.42, 0.62, 0.18, 0.46, 0.38, 0.72, 0.50]
}

> What is the formula in the first record?

C48H55HfN6S2Sb2Se2

> What is the formula in the second record?

C48H56N4